# C30H46N4O4SScSe2

A structure of composition C30H46N4O4SScSe2 (ωB97M-V/def2-TZVPD, the OMol25 dataset).

```
! RIJCOSX wB97M-V def2-TZVPD def2/J DEFGRID3
* xyz 1 1
Sc 12.303 9.747 9.106
C 8.291 8.239 8.298
C 9.302 9.143 9.042
O 10.445 9.230 8.473
C 8.990 9.861 10.166
C 9.790 10.909 10.758
C 9.001 11.830 11.682
N 11.016 10.967 10.399
N 11.669 12.066 11.030
C 12.768 12.259 10.371
O 13.263 11.531 9.391
C 13.451 13.578 10.614
C 13.067 14.407 11.643
C 13.732 15.605 11.891
C 14.805 15.955 11.053
C 15.268 15.086 10.112
C 14.591 13.888 9.871
H 8.145 8.539 7.235
H 7.298 8.327 8.704
H 8.648 7.165 8.236
H 8.022 9.642 10.598
H 8.405 11.075 12.249
H 8.363 12.432 11.055
H 9.603 12.442 12.307
H 12.181 14.137 12.172
H 13.397 16.242 12.713
H 15.228 16.902 11.190
H 16.089 15.334 9.441
H 14.915 13.297 9.019
C 9.951 6.889 11.418
Se 11.706 7.790 11.206
C 12.567 6.205 10.499
C 12.105 5.953 9.069
Se 13.058 7.148 7.835
C 11.695 6.949 6.407
H 10.164 5.790 11.617
H 9.438 6.996 10.509
H 9.280 7.273 12.208
H 12.286 5.409 11.083
H 13.629 6.398 10.592
H 11.039 6.223 9.000
H 12.371 4.976 8.697
H 11.703 5.909 6.036
H 11.920 7.542 5.543
H 10.755 7.139 6.864
C 15.696 10.531 11.159
C 15.122 9.450 10.238
O 13.968 9.116 10.408
N 15.919 8.885 9.300
C 16.850 9.712 8.440
C 15.963 10.209 7.328
C 16.460 10.834 6.173
C 15.611 11.280 5.183
C 14.227 11.198 5.386
C 13.827 10.645 6.583
N 14.634 10.097 7.512
H 15.824 11.434 10.518
H 16.640 10.201 11.544
H 14.995 10.852 11.890
H 15.419 8.263 8.704
H 17.704 9.129 7.995
H 17.248 10.570 8.989
H 17.557 10.955 6.043
H 16.013 11.635 4.275
H 13.582 11.572 4.607
H 11.877 11.212 6.839
C 6.466 13.520 4.964
C 7.552 13.478 6.098
C 8.963 13.149 5.534
S 10.105 12.491 6.758
O 12.488 10.460 6.843
C 10.433 13.778 7.962
C 11.348 14.903 7.561
C 12.709 14.450 7.075
H 5.452 13.499 5.319
H 6.563 12.714 4.274
H 6.492 14.381 4.286
H 7.269 12.705 6.841
H 7.609 14.413 6.622
H 9.392 14.034 5.060
H 8.916 12.316 4.828
H 10.938 13.201 8.702
H 9.510 14.163 8.411
H 11.424 15.627 8.411
H 10.828 15.363 6.748
H 13.259 13.908 7.847
H 13.264 15.296 6.709
H 12.572 13.778 6.233
*
```

electronic energy: -7652.46499 Ha
gap between HOMO and LUMO: 8.0 eV
LUMO energy: -2.06 eV
ΔE to the lowest compared entry with this formula, charge and spin: 51.4 kJ/mol



# C30H46O30

A structure of composition C30H46O30 (ωB97M-V/def2-TZVPD, the OMol25 dataset).

```
! RIJCOSX wB97M-V def2-TZVPD def2/J DEFGRID3
* xyz 0 1
C -4.487 -0.889 4.038
C -3.230 -1.338 4.833
O -2.164 -0.703 4.160
C -2.684 0.291 3.420
O -1.972 1.050 2.811
O -3.989 0.242 3.431
H -5.401 -0.599 4.557
H -4.866 -1.742 3.475
H -3.123 -2.422 4.844
H -3.416 -1.134 5.887
C 2.255 1.196 -2.257
C 1.543 2.033 -3.301
O 0.226 1.931 -2.711
C 0.076 0.958 -1.812
O -0.978 0.609 -1.309
O 1.255 0.459 -1.553
H 2.689 1.854 -1.505
H 3.054 0.587 -2.681
H 1.654 1.404 -4.184
H 1.999 3.022 -3.344
C 6.089 -3.069 -0.244
C 6.021 -2.202 -1.512
O 4.642 -2.170 -1.873
C 4.025 -3.022 -1.085
O 2.848 -3.471 -1.226
O 4.855 -3.585 -0.184
H 6.130 -2.448 0.650
H 6.773 -3.918 -0.228
H 6.702 -2.601 -2.264
H 6.386 -1.199 -1.293
C 1.396 -2.542 -4.174
C 2.315 -1.454 -3.826
O 1.564 -0.331 -4.046
C 0.318 -0.633 -4.173
O -0.641 0.187 -4.237
O 0.185 -1.905 -4.179
H 1.529 -3.353 -3.459
H 1.673 -3.045 -5.101
H 3.108 -1.454 -4.573
H 2.764 -1.452 -2.833
C 1.497 3.255 -0.249
C 2.142 4.426 0.469
O 2.514 3.737 1.684
C 1.894 2.548 1.824
O 1.911 1.807 2.801
O 1.229 2.283 0.718
H 2.055 2.935 -1.128
H 0.522 3.588 -0.603
H 1.532 5.325 0.560
H 3.130 4.695 0.097
C -4.028 1.140 -0.605
C -2.521 1.360 -0.593
O -2.381 2.433 -1.532
C -3.565 2.701 -2.169
O -3.787 3.508 -3.052
O -4.515 1.841 -1.729
H -4.493 1.476 0.322
H -4.176 0.065 -0.705
H -1.966 0.446 -0.805
H -2.328 1.749 0.406
C 2.720 -3.987 1.486
C 2.626 -3.833 3.023
O 2.614 -2.404 3.110
C 2.225 -1.799 1.939
O 1.883 -0.612 1.860
O 2.270 -2.793 0.928
H 2.523 -4.991 1.112
H 3.758 -3.953 1.155
H 3.493 -4.206 3.568
H 1.793 -4.465 3.329
C -4.415 4.374 0.321
O -3.338 3.606 0.696
C -2.405 4.260 1.317
O -2.278 5.442 1.486
O -1.624 3.298 1.791
C -0.362 3.724 2.318
H -4.049 5.317 -0.084
H -5.157 4.567 1.097
H -4.982 3.943 -0.504
H 0.248 4.191 1.545
H 0.335 2.948 2.634
H -0.428 4.403 3.168
C -2.778 -0.474 1.295
O -2.900 -0.925 -0.027
C -2.482 -2.216 -0.381
O -2.152 -3.120 0.376
O -2.570 -2.402 -1.694
C -2.616 -3.809 -2.062
H -2.019 -0.953 1.915
H -3.696 -0.540 1.879
H -2.777 0.615 1.333
H -1.670 -4.270 -1.776
H -2.627 -3.823 -3.152
H -3.434 -4.395 -1.642
C 1.024 -2.201 -0.960
O 1.137 -0.912 -0.462
C 0.271 -0.530 0.526
O -0.569 -1.348 0.983
O 0.458 0.762 0.829
C -0.542 1.538 1.475
H 1.933 -2.446 -1.509
H 0.162 -2.170 -1.627
H 0.932 -2.931 -0.156
H -1.301 0.784 1.678
H -0.958 2.324 0.844
H -0.068 1.949 2.366
*
```

electronic energy: -3426.81299 Ha
gap between HOMO and LUMO: 6.6 eV
LUMO energy: -0.20 eV
ΔE to the lowest compared entry with this formula, charge and spin: 3171.3 kJ/mol



# C30H47Br2N3O9P

A cluster of 4 separate species, C30H47Br2N3O9P in total (ωB97M-V/def2-TZVPD, the OMol25 dataset).

```
! RIJCOSX wB97M-V def2-TZVPD def2/J DEFGRID3
* xyz 1 1
C -1.108 3.519 -3.111
C -1.242 2.059 -2.652
P 0.246 1.134 -3.234
C -0.218 -0.073 -4.531
C 0.810 -1.194 -4.670
C 0.894 0.168 -1.770
N 2.195 0.334 -1.657
N 2.814 -0.235 -0.645
C 4.266 0.036 -0.628
O 4.875 -1.147 -1.019
C 6.275 -0.997 -1.244
C 2.236 -0.968 0.309
C 3.063 -1.467 1.432
Br 3.985 -3.097 1.238
C 3.131 -0.732 2.536
C 2.447 0.599 2.680
Br 4.116 -1.291 4.038
C 0.837 -1.191 0.248
C 0.150 -1.945 1.357
C 0.389 -3.476 1.399
C -0.621 -4.131 2.357
C 0.332 -4.111 0.007
C 0.152 -0.608 -0.829
C -1.355 -0.707 -0.942
O -1.846 -1.138 -2.202
N -1.452 -2.467 -2.483
O -2.116 -2.918 -3.318
H -0.404 4.019 -2.450
H -2.064 4.031 -3.099
H -0.668 3.574 -4.103
H -1.209 2.050 -1.563
H -2.179 1.614 -2.984
H -1.226 -0.471 -4.439
H -0.209 0.501 -5.457
H 1.828 -0.811 -4.683
H 0.697 -1.973 -3.920
H 0.657 -1.672 -5.636
H 4.561 0.384 0.361
H 4.443 0.827 -1.351
H 6.841 -1.445 -0.430
H 6.549 0.056 -1.314
H 6.533 -1.484 -2.178
H 2.751 1.258 1.863
H 1.364 0.499 2.634
H 2.737 1.080 3.605
H 0.573 -1.575 2.291
H -0.901 -1.691 1.393
H 1.385 -3.620 1.806
H -0.187 -4.213 3.352
H -1.553 -3.579 2.401
H -0.809 -5.148 2.022
H -0.593 -3.804 -0.478
H 0.301 -5.192 0.097
H 1.188 -3.803 -0.589
H -1.733 -1.372 -0.177
H -1.810 0.260 -0.763
O -4.244 3.702 -4.395
C -5.043 3.377 -3.567
O -5.725 4.278 -2.824
C -6.540 3.609 -1.845
C -6.744 2.201 -2.391
C -5.440 1.970 -3.153
H -6.004 3.612 -0.893
H -7.467 4.163 -1.728
H -6.947 1.467 -1.615
H -7.582 2.194 -3.089
H -4.655 1.564 -2.512
H -5.561 1.337 -4.028
O -2.945 -1.636 2.204
C -3.883 -1.611 2.956
O -4.329 -0.470 3.503
C -5.392 -0.747 4.442
C -5.945 -2.102 4.021
C -4.701 -2.785 3.454
H -4.962 -0.764 5.445
H -6.123 0.054 4.386
H -6.419 -2.642 4.838
H -6.685 -1.971 3.231
H -4.125 -3.301 4.224
H -4.920 -3.470 2.641
O 5.463 2.779 -0.238
C 5.708 2.781 0.932
O 5.938 1.629 1.613
C 6.085 1.903 3.019
C 6.488 3.370 3.102
C 5.774 3.959 1.883
H 5.128 1.700 3.504
H 6.835 1.233 3.432
H 6.215 3.835 4.046
H 7.567 3.463 2.980
H 4.753 4.267 2.115
H 6.309 4.786 1.427
*
```

electronic energy: -7501.79903 Ha
gap between HOMO and LUMO: 6.9 eV
LUMO energy: -3.78 eV



The lowest electronic energy belongs to which entry?
C30H46N4O4SScSe2